Run P
This record from the OMol25 dataset describes a molecular structure, C4H8O. The level of theory is ωB97M-V/def2-TZVPD.

Positions of all 13 atoms, in Å:
C (-1.47856, 0.15195, 0.27034)
C (-0.18540, -0.03760, -0.50662)
C (0.71506, -1.10049, -0.08940)
C (1.10364, 1.40287, 0.07633)
O (1.95572, 0.67329, 0.52148)
H (-2.33470, -0.49843, 0.02557)
H (-1.27755, 0.04656, 1.34218)
H (-1.77117, 1.18178, 0.08131)
H (-0.23996, 0.06068, -1.59142)
H (1.58040, -1.37101, -0.69441)
H (-0.24787, -1.59719, -0.60591)
H (0.76062, -1.40679, 0.95865)
H (1.41978, 2.49437, 0.21191)

- LUMO energy (eV) = 1.1303
- gap between HOMO and LUMO (eV) = 9.3533
- HOMO level (eV) = -8.22

Partial charges, natural (NBO), in e: number 1, C, carries -0.646; number 2, C, carries -0.202; number 3, C, carries -0.584; number 4, C, carries 0.279; number 5, O, carries -0.560; number 6, H, carries 0.214; number 7, H, carries 0.214; number 8, H, carries 0.228; number 9, H, carries 0.215; number 10, H, carries 0.239; number 11, H, carries 0.230; number 12, H, carries 0.231; number 13, H, carries 0.141

Run Q
This record from the OMol25 dataset describes a molecular structure, C4H8O. The level of theory is ωB97M-V/def2-TZVPD.

Positions of all 13 atoms, in Å:
C (-1.25215, -0.79593, 0.00459)
C (-0.01120, -0.08012, 0.51447)
C (1.28107, -0.37394, -0.26633)
O (1.26828, 0.92614, -0.87266)
C (0.19693, 1.34863, -0.01752)
H (-2.16249, -0.38365, 0.45425)
H (-1.21241, -1.86511, 0.24258)
H (-1.34019, -0.69487, -1.08403)
H (0.07790, -0.18258, 1.60060)
H (1.22556, -1.17892, -1.01088)
H (2.17319, -0.52417, 0.35679)
H (0.54082, 2.07554, 0.73098)
H (-0.63843, 1.78457, -0.58132)

- LUMO energy (eV) = 1.1269
- gap between HOMO and LUMO (eV) = 10.7379
- HOMO level (eV) = -9.61

Partial charges, natural (NBO), in e: number 1, C, carries -0.607; number 2, C, carries -0.266; number 3, C, carries -0.053; number 4, O, carries -0.536; number 5, C, carries -0.054; number 6, H, carries 0.211; number 7, H, carries 0.211; number 8, H, carries 0.208; number 9, H, carries 0.202; number 10, H, carries 0.172; number 11, H, carries 0.170; number 12, H, carries 0.170; number 13, H, carries 0.172

The structure with the least stability is run P.

Run P
This record from the OMol25 dataset describes 2 unconnected molecules or ions with the total composition C4H8O. The level of theory is ωB97M-V/def2-TZVPD.

Positions of all 13 atoms, in Å:
O (-0.93125, -1.86073, -0.54313)
C (-0.46527, -0.86223, -0.06380)
C (-1.00918, 0.54298, 0.20262)
C (0.39785, 0.94207, 0.71595)
C (0.86552, -0.53233, 0.61240)
H (-0.08934, -0.77866, -2.31955)
H (0.38521, -0.21120, -2.36664)
H (-1.75899, 0.46247, 0.99546)
H (-1.43751, 1.11254, -0.62859)
H (0.42535, 1.37514, 1.71819)
H (0.93217, 1.61064, 0.03479)
H (0.89217, -1.05786, 1.57185)
H (1.79328, -0.74282, 0.07044)

- LUMO energy (eV) = 1.0501
- structure (SMILES) = O=C1CCC1.[H][H]
- gap between HOMO and LUMO (eV) = 10.6117
- HOMO level (eV) = -9.56

Partial charges, natural (NBO), in e: number 1, O, carries -0.533; number 2, C, carries 0.640; number 3, C, carries -0.537; number 4, C, carries -0.402; number 5, C, carries -0.537; number 6, H, carries 0.032; number 7, H, carries -0.033; number 8, H, carries 0.236; number 9, H, carries 0.237; number 10, H, carries 0.212; number 11, H, carries 0.211; number 12, H, carries 0.236; number 13, H, carries 0.237

Run Q
This record from the OMol25 dataset describes 2 unconnected molecules or ions with the total composition C4H8O. The level of theory is ωB97M-V/def2-TZVPD.

Positions of all 13 atoms, in Å:
C (-1.76450, -0.01857, 0.17744)
C (-0.39759, 0.33641, -0.36637)
C (0.78544, 0.31328, 0.59071)
C (1.81266, -0.29640, -0.33512)
O (1.54375, -1.22511, -1.09860)
H (-2.22132, 0.68698, 0.88817)
H (-1.70577, -0.99318, 0.67514)
H (-2.46443, -0.13277, -0.65911)
H (0.22674, -0.96524, -1.03932)
H (-0.40404, 1.33651, -0.86916)
H (1.17860, 1.23808, 1.04565)
H (0.60014, -0.39191, 1.41855)
H (2.81030, 0.11193, -0.42799)

- LUMO energy (eV) = 0.3756
- gap between HOMO and LUMO (eV) = 8.4638
- HOMO level (eV) = -8.09

Partial charges, natural (NBO), in e: number 1, C, carries -0.616; number 2, C, carries -0.504; number 3, C, carries -0.543; number 4, C, carries 0.491; number 5, O, carries -0.532; number 6, H, carries 0.182; number 7, H, carries 0.192; number 8, H, carries 0.211; number 9, H, carries 0.322; number 10, H, carries 0.194; number 11, H, carries 0.210; number 12, H, carries 0.244; number 13, H, carries 0.151

Run R
This record from the OMol25 dataset describes a molecular structure, C4H8O. The level of theory is ωB97M-V/def2-TZVPD.

Positions of all 13 atoms, in Å:
C (0.31297, -1.24683, 0.04605)
C (1.54305, -0.78410, -0.67069)
O (0.20001, -1.12451, 1.30926)
H (-0.33744, -0.08701, 1.63988)
H (-0.40105, -1.89497, -0.47169)
H (-0.76648, 0.17443, -0.37550)
H (1.36266, -0.65760, -1.73916)
H (1.89757, 0.15644, -0.24449)
H (2.34279, -1.52412, -0.54689)
C (-1.20212, 1.08518, 0.12960)
C (-1.78941, 2.11857, -0.17965)
H (-2.29987, 3.04846, -0.25768)
H (-0.86268, 0.73607, 1.36097)

- LUMO energy (alpha / beta) (eV) = 0.2140 / 0.2122
- gap between HOMO and LUMO (alpha / beta) (eV) = 7.8582 / 7.8554
- HOMO level (alpha / beta) (eV) = -7.64 / -7.64

Partial charges, natural (NBO), in e: number 1, C, carries 0.281; number 2, C, carries -0.704; number 3, O, carries -0.601; number 4, H, carries 0.295; number 5, H, carries 0.162; number 6, H, carries 0.184; number 7, H, carries 0.226; number 8, H, carries 0.236; number 9, H, carries 0.238; number 10, C, carries -0.360; number 11, C, carries -0.222; number 12, H, carries 0.232; number 13, H, carries 0.032

Run S
This record from the OMol25 dataset describes a molecular structure, C4H8O. The level of theory is ωB97M-V/def2-TZVPD.

Positions of all 13 atoms, in Å:
C (-0.00769, 0.94327, 1.24468)
C (0.06404, -0.37447, 0.50927)
C (-1.02243, -0.78047, -0.27034)
O (-0.23320, 0.23569, -1.93234)
C (0.79593, -0.13750, -1.25923)
H (0.98058, 1.27169, 1.58550)
H (-0.65402, 0.87710, 2.12864)
H (-0.41038, 1.72033, 0.58435)
H (0.66937, -1.16279, 0.95317)
H (-1.90754, -0.16336, -0.40144)
H (-1.10853, -1.79534, -0.65130)
H (1.15925, -1.18403, -1.27274)
H (1.67463, 0.54988, -1.21820)

- LUMO energy (eV) = -0.1904
- gap between HOMO and LUMO (eV) = 7.9189
- HOMO level (eV) = -8.11

Partial charges, natural (NBO), in e: number 1, C, carries -0.628; number 2, C, carries -0.408; number 3, C, carries 0.013; number 4, O, carries -0.729; number 5, C, carries 0.198; number 6, H, carries 0.216; number 7, H, carries 0.212; number 8, H, carries 0.223; number 9, H, carries 0.227; number 10, H, carries 0.213; number 11, H, carries 0.209; number 12, H, carries 0.118; number 13, H, carries 0.137

The structure with the least stability is run R.

Run P
This record from the OMol25 dataset describes 2 unconnected molecules or ions with the total composition C4H8O. The level of theory is ωB97M-V/def2-TZVPD.

Positions of all 13 atoms, in Å:
C (-2.08724, 0.37923, -0.29931)
C (-0.77766, 0.17241, -0.70858)
C (-0.08938, -1.09734, -0.46536)
C (1.21141, -1.29512, -0.79928)
H (-2.62469, -0.40387, 0.16893)
H (-2.64252, 1.32501, -0.52435)
H (-0.25930, 0.96873, -1.23541)
H (-0.73963, -1.91536, -0.01061)
H (1.72183, -2.20174, -0.59030)
H (1.82095, -0.53988, -1.29780)
H (0.87737, 0.68091, 1.31860)
H (1.07292, 2.18877, 1.48507)
O (1.40379, 1.36779, 1.79013)

- LUMO energy (eV) = 0.5907
- structure (SMILES) = C=CC=C.O
- gap between HOMO and LUMO (eV) = 9.6605
- HOMO level (eV) = -9.07

Partial charges, natural (NBO), in e: number 1, C, carries -0.366; number 2, C, carries -0.244; number 3, C, carries -0.244; number 4, C, carries -0.365; number 5, H, carries 0.190; number 6, H, carries 0.206; number 7, H, carries 0.208; number 8, H, carries 0.214; number 9, H, carries 0.202; number 10, H, carries 0.199; number 11, H, carries 0.478; number 12, H, carries 0.464; number 13, O, carries -0.941

Run Q
This record from the OMol25 dataset describes 2 unconnected molecules or ions with the total composition C4H8O. The level of theory is ωB97M-V/def2-TZVPD.

Positions of all 13 atoms, in Å:
O (2.11952, 0.50536, -0.20247)
C (0.88256, 0.08690, -0.13731)
C (0.02798, -0.21947, 1.10069)
C (-1.23165, -0.05337, 0.21777)
C (-0.35827, 0.61815, -0.86845)
H (1.77019, -0.73389, -0.65160)
H (0.94062, -1.26478, -0.71728)
H (0.16973, 0.61748, 1.79456)
H (0.19462, -1.15876, 1.63223)
H (-2.04167, 0.54991, 0.63285)
H (-1.63894, -1.01303, -0.11179)
H (-0.33144, 1.70992, -0.77061)
H (-0.50324, 0.35558, -1.91860)

- LUMO energy (eV) = 0.6838
- gap between HOMO and LUMO (eV) = 10.0792
- HOMO level (eV) = -9.40

Partial charges, natural (NBO), in e: number 1, O, carries -0.762; number 2, C, carries 0.367; number 3, C, carries -0.475; number 4, C, carries -0.404; number 5, C, carries -0.475; number 6, H, carries 0.440; number 7, H, carries -0.034; number 8, H, carries 0.233; number 9, H, carries 0.226; number 10, H, carries 0.216; number 11, H, carries 0.209; number 12, H, carries 0.233; number 13, H, carries 0.226

The structure with the least stability is run Q.